Below is C18H14BeF5IN2O as an isolated structure at a distorted geometry, with properties calculated with ωB97M-V with the def2-TZVPD basis set.

Each line ends with the Löwdin charge.
CARTESIAN COORDINATES (ANGSTROEM)
C  -0.875  -3.768  1.899  -0.229
C  0.480  -3.557  2.368  -0.226
H  -1.567  -3.029  2.327  -0.019
H  -1.252  -4.761  2.165  0.065
H  -0.939  -3.672  0.807  0.055
H  0.508  -2.722  3.078  -0.025
H  0.885  -4.446  2.866  0.068
H  1.164  -3.287  1.554  0.049
C  -2.668  1.416  -0.668  -0.009
C  -3.661  2.388  -0.608  -0.005
C  -3.349  3.674  -0.139  0.000
C  -2.035  3.959  0.243  0.031
H  -2.842  0.407  -1.033  0.132
H  -4.669  2.125  -0.926  0.122
H  -4.118  4.440  -0.079  0.123
H  -1.716  4.941  0.595  0.120
N  -1.400  1.690  -0.282  0.095
C  -1.088  2.942  0.174  -0.145
C  0.321  3.052  0.539  -0.146
N  0.989  1.881  0.334  0.091
C  2.311  1.802  0.611  -0.009
C  2.322  4.103  1.345  -0.001
C  3.002  2.891  1.125  -0.009
H  2.781  0.839  0.406  0.137
H  4.066  2.791  1.345  0.123
C  0.961  4.190  1.032  0.033
H  0.371  5.102  1.154  0.121
H  2.844  4.966  1.757  0.123
Be  -0.061  0.734  -0.215  0.243
I  -1.268  -0.527  3.890  -0.576
F  1.505  -4.466  -4.153  0.111
C  1.197  -3.519  -3.248  -0.129
C  -0.027  -2.856  -3.324  -0.128
F  -0.908  -3.175  -4.296  0.111
C  -0.339  -1.876  -2.396  -0.118
F  -1.531  -1.231  -2.476  0.086
C  0.550  -1.550  -1.351  -0.206
O  0.201  -0.720  -0.382  -0.022
C  1.782  -2.227  -1.306  -0.121
F  2.661  -1.919  -0.315  0.090
C  2.111  -3.197  -2.240  -0.124
F  3.298  -3.832  -2.177  0.116

Calculated values
E_tot (eV): -46012.0329
HOMO-LUMO gap (eV): 3.58
Relative energy (zero: lowest compared OMol25 entry of this formula, charge and spin) (eV): 0.000
F_max (eV/A): 2.75
LUMO (eV): -2.52
HOMO energy (eV): -6.10